(1)
Below is a molecular structure, C27H27Cl2F3N2OS, with properties calculated with ωB97M-V/def2-TZVPD.

Last column: Löwdin charge in e.
Atoms and positions in Å:
C1 0.605 3.999 2.182  -0.062
C2 0.391 2.497 2.200  -0.281
O1 1.145 1.930 1.138  -0.154
C3 0.506 0.820 0.539  -0.164
C4 0.261 -0.338 1.483  -0.086
C5 -1.029 -1.020 1.541  -0.115
C6 -2.153 -0.585 0.619  -0.090
C7 -3.575 -0.833 1.119  -0.366
C8 -4.107 0.357 1.886  -0.027
F1 -4.379 -0.977 -0.032  -0.053
C9 -1.217 -2.066 2.390  0.037
C10 -0.172 -2.493 3.244  -0.350
N1 -0.213 -3.492 4.128  -0.224
S1 1.249 -3.541 4.799  1.018
N2 1.982 -2.352 4.027  -0.218
C11 1.086 -1.832 3.184  -0.313
C12 1.289 -0.761 2.272  -0.179
C13 2.647 -0.170 2.228  -0.654
Cl1 3.129 0.807 3.570  0.770
C14 3.512 -0.354 1.237  -0.696
C15 4.877 0.262 1.167  -0.132
Cl2 3.083 -1.378 -0.100  0.735
H1 0.265 4.467 3.105  0.076
H2 1.664 4.195 2.019  0.080
H3 0.071 4.454 1.346  0.075
H4 -0.674 2.259 2.094  0.120
H5 0.718 2.097 3.163  0.088
H6 -0.417 1.186 0.092  0.111
H7 1.131 0.481 -0.291  0.099
H8 -2.089 0.467 0.361  0.097
H9 -2.041 -1.131 -0.324  0.139
H10 -3.680 -1.763 1.671  0.125
H11 -3.487 0.552 2.762  0.090
H12 -5.151 0.218 2.156  0.083
H13 -4.032 1.236 1.243  0.086
H14 -2.146 -2.614 2.444  0.114
H15 5.328 0.008 0.212  0.053
H16 5.525 -0.138 1.947  0.086
H17 4.816 1.346 1.215  0.072
F2 5.137 2.038 -1.079  0.045
C16 4.521 2.965 -1.843  -0.274
C17 5.223 4.087 -2.234  -0.016
C18 4.579 5.032 -3.019  -0.084
C19 3.255 4.847 -3.393  -0.097
C20 2.571 3.711 -2.982  -0.079
C21 3.206 2.756 -2.203  -0.008
H18 6.252 4.213 -1.925  0.117
H19 5.115 5.915 -3.340  0.104
H20 2.757 5.589 -4.003  0.100
H21 1.537 3.567 -3.269  0.105
H22 2.696 1.860 -1.875  0.109
F3 -4.170 -6.110 -5.281  0.053
C22 -4.234 -5.235 -4.257  -0.290
C23 -4.904 -4.042 -4.439  -0.019
C24 -4.969 -3.147 -3.380  -0.079
C25 -4.364 -3.448 -2.167  -0.090
C26 -3.693 -4.655 -2.013  -0.082
C27 -3.627 -5.562 -3.061  -0.020
H23 -5.363 -3.825 -5.394  0.116
H24 -5.495 -2.210 -3.503  0.106
H25 -4.416 -2.745 -1.348  0.076
H26 -3.217 -4.893 -1.071  0.102
H27 -3.115 -6.509 -2.959  0.116

**Net charge**: 0
**LUMO energy**: -0.744 eV
**E_HOMO**: -8.925 eV

***

(2)
Below is a molecular structure, C27H27Cl2IN2O3PSTc in a non-equilibrium geometry, with properties calculated with ωB97M-V/def2-TZVPD.

Last column: Löwdin charge in e.
Atoms and positions in Å:
Tc1 0.653 1.380 -0.828  1.269
C1 0.242 1.729 5.371  -0.020
C2 0.240 2.594 4.286  -0.044
C3 0.320 2.091 2.995  -0.103
C4 0.406 0.716 2.803  -0.375
C5 0.407 -0.159 3.896  -0.064
C6 0.332 0.353 5.179  -0.022
P1 0.538 -0.022 1.158  1.055
C7 2.102 -0.963 1.222  -0.341
C8 3.153 -0.500 2.038  -0.081
C9 4.379 -1.112 1.959  -0.027
C10 4.575 -2.219 1.087  0.008
C11 3.538 -2.680 0.265  -0.042
C12 2.316 -2.069 0.333  -0.108
C13 -0.840 -1.209 1.121  -0.365
C14 -2.099 -0.621 0.972  -0.119
C15 -3.236 -1.408 1.010  -0.047
C16 -3.120 -2.782 1.193  -0.030
C17 -1.871 -3.365 1.345  -0.033
C18 -0.723 -2.582 1.315  -0.071
H1 0.154 2.127 6.373  0.129
H2 0.182 3.662 4.450  0.122
H3 0.307 2.758 2.140  0.071
H4 0.446 -1.231 3.740  0.122
H5 0.333 -0.316 6.028  0.129
H6 3.002 0.331 2.713  0.113
H7 5.200 -0.742 2.562  0.124
H8 5.535 -2.723 1.070  0.126
H9 3.703 -3.510 -0.409  0.126
H10 1.505 -2.422 -0.290  0.098
H11 -2.172 0.458 0.873  0.092
H12 -4.214 -0.955 0.915  0.122
H13 -4.010 -3.396 1.245  0.128
H14 -1.785 -4.433 1.500  0.129
H15 0.242 -3.051 1.466  0.111
O1 -0.619 0.089 -1.833  -0.691
S1 -0.161 -0.983 -2.885  1.090
C19 -1.378 -2.304 -2.609  -0.267
C20 -2.624 -1.872 -3.369  -0.206
C21 -2.109 -1.391 -4.722  -0.194
C22 -0.960 -0.422 -4.434  -0.265
H16 -1.509 -2.418 -1.532  0.085
H17 -0.942 -3.212 -3.033  0.123
H18 -3.129 -1.066 -2.832  0.116
H19 -3.326 -2.698 -3.469  0.140
H20 -2.878 -0.903 -5.319  0.138
H21 -1.738 -2.242 -5.295  0.133
H22 -1.300 0.593 -4.231  0.101
H23 -0.210 -0.404 -5.225  0.109
I1 -2.643 6.617 -1.422  1.024
C23 -2.094 4.626 -1.197  -0.720
C24 -2.892 3.516 -1.455  -0.058
N1 -2.161 2.427 -1.203  0.018
N2 -0.921 2.754 -0.778  -0.181
C25 -0.875 4.099 -0.783  -0.170
H24 -3.913 3.473 -1.798  0.150
H25 -2.417 1.456 -1.299  0.138
H26 0.005 4.643 -0.479  0.112
Cl1 1.675 2.509 -2.893  0.758
C26 3.068 2.339 -1.803  -0.783
Cl2 2.442 2.798 -0.198  0.782
C27 3.325 0.789 -1.683  -0.684
O2 4.386 0.313 -1.940  0.211
O3 2.233 0.205 -1.262  -0.309
H27 3.920 2.937 -2.114  0.118

**Net charge**: +3
**2S+1**: 4
**Relative energy (zero: lowest compared OMol25 entry of this formula, charge and spin)**: 1.144 eV
**LUMO energy (alpha / beta)**: -10.925 / -11.768 eV
**⟨S²⟩**: 3.81
**E_HOMO (alpha / beta)**: -16.725 / -16.699 eV

***

(3)
Below is a molecular structure, C27H27CrN6O, with properties calculated with ωB97M-V/def2-TZVPD.

Last column: Löwdin charge in e.
Atoms and positions in Å:
Cr1 -0.418 -1.167 -0.062  0.942
C1 -2.879 3.468 -0.525  -0.035
C2 -1.715 4.318 -0.409  -0.053
C3 -0.533 3.740 -0.113  -0.040
C4 -0.358 2.319 -0.096  -0.178
N1 -1.404 1.609 -0.854  -0.014
C5 -2.765 2.148 -0.633  -0.036
C6 0.691 1.622 0.515  -0.172
C7 1.765 2.388 1.086  0.012
C8 2.750 1.810 1.800  -0.006
C9 2.745 0.408 2.005  0.010
C10 1.771 -0.321 1.433  -0.191
N2 0.763 0.242 0.653  0.036
C11 1.737 -1.799 1.560  -0.167
C12 2.618 -2.555 2.311  0.038
C13 2.518 -3.935 2.290  0.015
C14 1.543 -4.550 1.511  -0.003
C15 0.679 -3.751 0.809  -0.075
N3 0.770 -2.407 0.850  -0.022
H1 -3.874 3.896 -0.462  0.134
H2 -1.821 5.393 -0.401  0.118
H3 0.288 4.380 0.179  0.117
H4 -3.568 1.425 -0.675  0.139
H5 1.781 3.458 0.948  0.113
H6 3.539 2.417 2.224  0.132
H7 3.520 -0.066 2.590  0.121
H8 3.376 -2.074 2.912  0.126
H9 3.199 -4.536 2.883  0.136
H10 1.451 -5.627 1.459  0.132
H11 -0.119 -4.174 0.210  0.132
N4 -5.490 -1.319 5.284  0.195
C16 -4.708 -1.271 4.442  -0.157
C17 -3.722 -1.214 3.387  -0.202
C18 -3.347 -2.384 2.727  -0.005
C19 -2.379 -2.328 1.739  -0.093
C20 -1.785 -1.109 1.384  -0.207
C21 -2.170 0.053 2.056  -0.092
C22 -3.138 0.004 3.047  -0.002
H12 -3.811 -3.326 2.996  0.134
H13 -2.115 -3.256 1.238  0.094
H14 -1.720 1.016 1.835  0.094
H15 -3.440 0.907 3.564  0.133
C23 1.854 -2.082 -2.844  0.011
N5 1.572 -0.682 -3.214  -0.070
C24 2.491 -0.091 -4.206  0.007
C25 0.508 -0.108 -2.668  -0.410
O1 -0.341 -0.863 -2.044  -0.111
N6 0.205 1.220 -2.726  -0.024
C26 -1.140 1.578 -2.373  -0.038
C27 1.149 2.336 -2.948  0.011
H16 2.620 -2.460 -3.514  0.101
H17 0.966 -2.697 -2.946  0.100
H18 2.232 -2.150 -1.823  0.093
H19 2.783 -0.880 -4.891  0.102
H20 3.388 0.310 -3.737  0.107
H21 2.004 0.672 -4.792  0.088
H22 -1.415 0.651 -0.541  0.078
H23 -1.872 0.898 -2.785  0.155
H24 -1.350 2.590 -2.696  0.152
H25 2.118 2.114 -2.514  0.103
H26 0.749 3.206 -2.434  0.089
H27 1.255 2.586 -3.999  0.100

**Net charge**: +2
**2S+1**: 4
**Relative energy (zero: lowest compared OMol25 entry of this formula, charge and spin)**: 0.000 eV
**LUMO energy (alpha / beta)**: -6.953 / -6.758 eV
**⟨S²⟩**: 3.84
**E_HOMO (alpha / beta)**: -13.018 / -13.051 eV

***

(4)
Below is a molecular structure, C27H27CrOP in a non-equilibrium geometry, with properties calculated with ωB97M-V/def2-TZVPD.

Last column: Löwdin charge in e.
Atoms and positions in Å:
C1 0.648 1.293 -1.876  -0.140
C2 1.179 -1.657 -2.664  -0.326
C3 1.814 0.605 -1.299  -0.366
H1 0.578 2.362 -1.745  0.076
C4 2.635 -1.824 -2.223  -0.333
H2 0.676 -2.608 -2.901  0.087
H3 2.094 1.101 -0.350  0.078
H4 3.053 -2.841 -2.250  0.081
C5 3.098 0.640 -2.196  -0.184
H5 3.885 1.180 -1.651  0.103
H6 2.938 1.225 -3.111  0.106
C6 0.099 0.722 -3.122  -0.199
H7 0.248 1.492 -3.914  0.116
H8 -1.001 0.587 -3.056  0.104
C7 0.743 -0.607 -3.675  -0.187
H9 1.555 -0.337 -4.379  0.109
H10 -0.031 -1.070 -4.312  0.102
C8 3.636 -0.754 -2.555  -0.247
H11 3.941 -0.772 -3.613  0.103
H12 4.571 -0.930 -2.000  0.101
Cr1 1.460 -1.277 -0.799  0.545
H13 -0.924 3.126 -1.116  0.123
O1 -2.532 2.619 0.048  0.053
C9 -1.330 2.746 -0.128  -0.214
C10 -0.285 2.582 0.936  -0.176
C11 0.154 3.775 1.502  -0.032
C12 1.127 3.789 2.498  -0.065
C13 1.667 2.579 2.947  -0.066
C14 1.207 1.380 2.407  -0.106
C15 0.200 1.331 1.423  -0.288
P1 -0.138 -0.358 0.790  1.076
C16 -0.372 -1.297 2.337  -0.356
C17 -0.074 -2.672 2.349  -0.091
C18 -0.329 -3.429 3.494  -0.080
C19 -0.874 -2.823 4.634  -0.084
C20 -1.161 -1.454 4.633  -0.074
C21 -0.917 -0.692 3.484  -0.089
C22 -1.755 -0.572 -0.024  -0.332
C23 -2.910 0.035 0.477  -0.103
C24 -4.116 -0.085 -0.212  -0.072
C25 -4.182 -0.835 -1.390  -0.070
C26 -3.045 -1.522 -1.835  -0.075
C27 -1.851 -1.444 -1.120  -0.095
H14 -0.286 4.711 1.142  0.125
H15 1.483 4.730 2.912  0.106
H16 2.438 2.569 3.718  0.109
H17 1.642 0.450 2.783  0.115
H18 0.350 -3.141 1.455  0.095
H19 -0.111 -4.499 3.501  0.106
H20 -1.079 -3.419 5.525  0.104
H21 -1.581 -0.972 5.521  0.107
H22 -1.151 0.374 3.489  0.108
H23 -2.876 0.583 1.417  0.109
H24 -5.002 0.417 0.172  0.110
H25 -5.117 -0.901 -1.947  0.104
H26 -3.093 -2.134 -2.738  0.108
H27 -0.992 -2.074 -1.397  0.081

**Net charge**: 0
**2S+1**: 5
**Relative energy (zero: lowest compared OMol25 entry of this formula, charge and spin)**: 0.722 eV
**LUMO energy (alpha / beta)**: 0.204 / -0.240 eV
**⟨S²⟩**: 6.16
**E_HOMO (alpha / beta)**: -6.577 / -6.764 eV